1.
# CH5NOP

An isolated ion of composition CH5NOP and charge +1 in a non-equilibrium geometry (ωB97M-V/def2-TZVPD, OMol25).

Geometry as XYZ:
```
9
Properties=species:S:1:pos:R:3:forces:R:3
O 0.515093 0.832068 0.856235 0.5204 -0.3070 -0.5403
H -1.886518 0.528993 -1.100414 0.8827 -0.6697 2.2126
N -0.675510 0.803527 0.569206 1.2144 1.2705 0.6272
H -2.305702 -0.211105 0.543557 1.3612 -0.1472 -1.5908
H -1.092324 -1.031300 -0.740157 0.6095 0.7491 1.2107
C -1.393857 -0.091390 -0.196255 -3.0896 -0.8492 -2.0235
P 2.374988 -0.102957 0.587577 -0.9057 0.5643 0.9357
H 1.729290 -1.236861 0.119667 -0.0301 -0.4622 -0.6432
H 2.734536 0.509022 -0.639418 -0.5627 -0.1487 -0.1884
```
Forces are in eV/Å.

Relative energy (zero: lowest compared OMol25 entry of this formula, charge and spin)   119.1 kcal/mol
Net charge   +1
E   -13931.745 eV
Kohn-Sham gap   9.17 eV

2.
# C5H11N3

One molecule with the formula C5H11N3 in a non-equilibrium geometry (ωB97M-V/def2-TZVPD, OMol25).

Geometry as XYZ:
```
19
Properties=species:S:1:pos:R:3:forces:R:3
H 1.998928 -1.451383 -0.397975 0.0865 0.0785 -0.0366
H -2.109211 -0.437480 -0.732374 -0.0824 0.1073 0.2251
N 1.138967 -1.207645 1.515229 -0.0670 0.4226 0.7627
H 0.282169 -1.549963 1.944315 0.3736 -0.0056 -0.1347
N -0.437682 1.603449 -1.393306 -0.6930 -0.2476 -0.2505
H -1.451626 -0.562971 0.977655 -0.2020 0.0394 -0.0462
C -0.455302 1.077146 -0.243440 -3.3919 -0.3426 0.7145
H -0.251945 2.601974 -1.391874 0.8177 -0.1049 0.1822
H -1.114621 1.980256 1.582833 -0.1322 -0.0876 -0.0853
C -1.249997 -0.365894 -0.070982 2.0521 1.9269 -0.5436
H 1.938536 -1.712994 1.867732 -0.1529 0.0121 -0.0400
H 0.403679 1.095525 1.712535 0.0507 -0.0480 0.0665
C -0.065576 -1.070169 -0.608948 1.8898 -0.4692 0.4073
H 0.832900 -1.347455 -2.396477 -0.0487 -0.0767 0.0359
H 0.370770 2.676167 0.913633 0.0005 0.0277 0.0168
C -0.182141 1.748522 1.068643 0.6163 0.1122 -0.1029
H -0.651248 -0.622796 -2.476140 0.1813 0.0312 0.0461
C 1.091648 -1.147725 0.108895 -1.1086 -1.4173 -0.7904
N -0.088249 -1.306562 -1.979952 -0.1899 0.0415 -0.4269
```
Forces are in eV/Å.

SMILES string   [H]/N=C(\C)C/C(N)=C\N
Relative energy (zero: lowest compared OMol25 entry of this formula, charge and spin)   42.3 kcal/mol
Net charge   0
E   -9832.071 eV
Kohn-Sham gap   7.78 eV

3.
# C26H16F5N5OSW

C26H16F5N5OSW as an isolated structure in a non-equilibrium geometry (ωB97M-V/def2-TZVPD, OMol25).

Geometry as XYZ:
```
55
Properties=species:S:1:pos:R:3:forces:R:3
C 0.388504 -1.655785 -1.438129 -0.1646 0.2707 -0.0599
C 0.925923 -2.949636 -1.333392 0.2040 -0.2674 -0.0148
C 1.573462 -0.595470 5.455009 0.0956 -0.0839 0.0421
C -2.923190 3.723029 3.327836 0.0234 -0.0531 0.0248
H -0.953859 0.703430 -4.742404 0.0296 -0.0487 0.0273
H 1.678818 -4.052195 0.478756 -0.0207 -0.0129 -0.0332
C 0.084779 -1.687188 -3.902808 0.0256 0.1035 -0.0347
F 0.851117 -0.383014 1.805417 3.1429 4.1702 3.1412
H 1.059064 -3.628127 -2.162986 -0.0089 0.0148 -0.0094
O -1.748087 2.158417 0.198319 1.5484 -3.9266 6.1475
C -1.441064 2.153826 -1.812227 0.5667 0.8347 -1.3311
H -3.862165 4.029348 3.753171 0.0040 0.0048 0.0141
C -1.546413 2.176896 -3.241004 -0.2547 0.2884 0.2019
N 0.342538 -1.049072 -0.193906 0.0548 -0.8289 0.8643
H -2.600089 5.964612 4.663016 -0.0006 0.0077 0.0061
H 2.224178 -1.551627 -3.943347 -0.0111 -0.0028 0.0254
W -0.497376 0.955492 0.954222 -4.1646 3.9787 -3.7611
C 1.465570 -2.538324 -5.684408 0.0188 0.0260 0.0231
H -1.271043 6.483715 3.613227 -0.0234 0.0301 0.0196
H -1.818087 -3.102902 -6.325422 0.0142 -0.0190 -0.0187
C -2.588286 2.650001 2.566529 0.2910 0.4861 0.3691
H 0.912415 -1.771820 1.953975 -0.6091 -4.2794 -4.5659
F 1.117069 0.077208 6.508805 -0.0020 -0.0089 -0.0081
C -1.032534 1.015967 -3.712137 0.0804 -0.2529 -0.1468
C 2.529359 -1.576948 5.661841 -0.0464 0.0774 0.0671
H -2.027092 -1.963399 -4.143841 0.0070 0.0166 0.0178
H -1.760806 3.026478 -1.100228 0.9389 -1.5936 -2.5224
C 2.624507 -2.058911 3.306178 0.3702 -0.0530 -0.6414
C 1.341020 -1.897458 -4.464247 0.0061 -0.0711 0.0000
C 0.449569 -3.634324 -7.627341 0.0009 -0.0080 -0.0096
H -1.957942 2.986716 -3.822311 -0.0125 0.0357 0.0485
H 0.242802 4.133502 2.864993 0.0119 -0.0268 0.0528
C -0.779519 3.795015 2.878653 0.0072 -0.0027 -0.0507
C 3.055084 -2.300203 4.602474 -0.0497 0.0824 0.0662
S -0.065685 0.962167 3.753538 0.3399 -0.5139 0.7689
F 3.128063 -2.768038 2.312065 0.0034 0.0240 0.1028
C 0.325389 -2.972557 -6.355871 -0.0002 -0.0042 -0.0015
C -0.045639 -0.982313 -2.600570 0.0204 -0.3419 0.1998
N -0.869429 0.998435 -1.405859 0.4049 0.5451 -1.0705
C -1.049892 -2.125389 -4.579210 0.0116 -0.0139 -0.0384
C -0.597861 0.267552 -2.572444 -0.0521 0.2230 -0.0021
N -1.769909 4.450433 3.514229 -0.0190 0.0896 -0.0260
N -1.234496 2.719514 2.284646 -0.0697 -0.1764 1.0436
C -0.934687 -2.765543 -5.801039 -0.0213 -0.0018 0.0296
F 2.963698 -1.833355 6.890192 0.0034 0.0048 -0.0008
C 1.246824 -3.183487 0.015728 -0.3194 0.4405 -1.3432
C -1.629269 5.687291 4.263169 0.0559 -0.0679 -0.0748
C 1.111537 -0.307287 4.178489 -0.6351 0.4631 -1.0598
H 2.442653 -2.699662 -6.118522 -0.0100 -0.0046 -0.0297
H -0.930772 5.547409 5.086221 -0.0208 0.0251 0.0261
N 0.548385 -4.162007 -8.643362 -0.0006 0.0070 0.0134
C 0.870727 -2.006720 0.622527 -0.3939 -1.2951 3.0678
F 3.972867 -3.237789 4.829124 -0.0135 -0.0129 -0.0544
H -3.212958 1.849127 2.220835 0.0180 0.0139 -0.0788
C 1.672216 -1.075046 3.163831 -1.3751 1.7081 0.5767
```
Forces are in eV/Å.

Spin multiplicity   3
Relative energy (zero: lowest compared OMol25 entry of this formula, charge and spin)   286.5 kcal/mol
Net charge   0
E   -62955.560 eV
Kohn-Sham gap (spin up / spin down)   5.91 / 5.91 eV

4.
# C3H4N4O

One molecule with the formula C3H4N4O in a non-equilibrium geometry (ωB97M-V/def2-TZVPD, OMol25).

Geometry as XYZ:
```
12
Properties=species:S:1:pos:R:3:forces:R:3
N 1.153003 1.148488 -0.382723 -5.0886 -4.2836 2.8329
O -2.168025 -1.065965 -0.281276 -8.7291 -6.1839 -2.7005
H 3.030105 0.059601 0.316967 -0.9874 -2.4075 -0.9179
C -1.284370 1.011270 0.232214 1.1577 4.6991 -0.6901
N -0.075681 -0.963577 0.394769 2.3245 5.7165 -3.1499
H -2.309223 1.536928 0.560902 2.6725 -1.0166 -0.7560
C -1.337035 -0.342974 -0.161507 8.0700 2.7968 4.7718
C 1.089109 -0.243726 -0.076359 1.8976 1.6566 0.5306
H 2.571709 -1.625502 0.194161 1.1714 -5.4777 1.6837
H -0.220436 -1.914971 0.423538 0.6005 -2.7215 -0.0438
N -0.143918 1.702614 0.131675 -0.5866 -0.7600 -0.7169
N 2.418857 -0.755490 -0.031071 -2.5025 7.9820 -0.8439
```
Forces are in eV/Å.

SMILES string   Nc1nncc(=O)[nH]1
Relative energy (zero: lowest compared OMol25 entry of this formula, charge and spin)   94.7 kcal/mol
Net charge   0
E   -11179.861 eV
Kohn-Sham gap   9.09 eV

5.
# C33H30ClCoIN5O8Te

C33H30ClCoIN5O8Te as an isolated structure (ωB97M-V/def2-TZVPD, OMol25).

Geometry as XYZ:
```
80
Properties=species:S:1:pos:R:3:forces:R:3
H -6.807967 1.833604 -0.963175 -0.0006 0.0021 -0.0007
H -2.480580 -0.080610 2.020064 -0.0045 0.0003 0.0074
H -0.837144 -0.905473 2.743739 0.0115 -0.0159 -0.0143
C -4.818730 1.037019 -0.968099 0.0058 -0.0089 -0.0040
H 0.029339 1.447736 -5.214874 0.0182 -0.0021 -0.0074
Cl -0.775513 -3.749436 0.467075 0.0050 -0.0138 0.1579
H -1.922451 2.033564 3.025034 0.0057 0.0101 0.0012
O 0.305073 -0.600571 -1.651725 0.0823 0.0336 0.0921
H 3.139160 -1.369457 -5.961543 0.0049 -0.0009 -0.0065
H 1.289803 -0.914638 4.018738 -0.0122 0.0193 -0.0038
O -1.080333 -2.328754 0.269475 -0.0304 -0.0849 -0.0816
H -4.026732 -0.503378 -2.984833 0.0040 -0.0039 0.0019
C 0.541486 4.455859 -0.945245 -0.0319 0.0354 -0.0169
H -4.419703 -0.170763 -5.594470 -0.0083 -0.0049 0.0006
O -0.345236 -3.910397 1.849795 -0.0016 0.0244 -0.0642
O 0.271311 -4.147913 -0.417773 -0.0154 -0.0083 -0.0377
C 1.529487 -0.058816 -5.489529 0.0672 0.0222 -0.0051
O 3.109880 0.490787 3.209303 0.0308 -0.0290 0.0356
O 2.007485 0.312099 1.258533 -0.0289 0.0298 0.1006
C -0.752185 4.339179 -3.921662 0.0053 -0.0036 -0.0004
N 1.033552 -0.402790 3.186008 -0.0147 -0.1050 0.0222
H -3.413809 1.154256 1.205164 0.0015 -0.0060 -0.0021
H 1.935255 2.077241 0.955403 -0.0226 0.0411 0.0121
H -4.286901 -1.921905 -5.461172 0.0005 -0.0034 -0.0051
C 1.346890 1.929261 -6.840127 0.0053 -0.0041 -0.0160
H -2.862445 4.686587 -1.231471 -0.0017 -0.0005 0.0035
C -6.188569 0.969002 -0.759969 -0.0074 -0.0041 0.0038
C -4.021128 -0.070666 -0.704795 -0.0141 0.0616 0.0053
H -6.409843 -2.228613 0.332965 0.0028 -0.0020 0.0005
C -3.712933 -1.003511 -5.604943 -0.0052 -0.0062 -0.0072
C -4.593714 -1.245966 -0.233768 0.0204 -0.0235 0.0082
H 1.212974 3.756930 -4.266950 -0.0082 0.0001 -0.0045
N 1.347827 2.636760 0.309273 0.0440 -0.0279 -0.0254
N 0.553569 1.838816 -0.356547 0.0192 0.0164 -0.0519
C 0.812372 3.486848 -2.140812 0.0290 -0.0027 0.0158
H -0.505658 1.594585 2.080709 -0.0010 -0.0043 0.0096
N 0.085795 -1.030699 2.347845 0.0406 -0.0183 0.0450
C 2.153513 0.151746 2.530633 -0.0048 0.0980 -0.0930
Co 0.264610 -0.242168 0.280080 0.0592 0.0856 -0.1368
C -1.292401 -0.905117 -4.856311 -0.0835 -0.0282 -0.0550
H -7.833066 -0.258952 -0.132113 -0.0017 0.0007 0.0001
C 2.638725 -0.449470 -6.234665 0.0040 0.0104 0.0261
C -5.965203 -1.310718 -0.029948 -0.0051 0.0020 0.0000
H -3.957433 -2.102694 -0.037207 -0.0017 -0.0084 0.0003
H -0.785561 1.872320 -1.953850 0.0021 0.0101 0.0015
H 1.834788 3.110040 -2.139273 -0.0030 -0.0009 -0.0143
C 2.443707 1.526802 -7.588081 -0.0008 -0.0024 0.0058
H -0.989281 -1.034791 -5.892393 -0.0183 0.0009 0.0237
C 3.088463 0.332980 -7.285024 -0.0035 0.0054 -0.0085
H 2.103089 4.502285 0.748889 0.0014 0.0007 0.0017
H 0.235597 -2.039995 2.270900 -0.0235 0.0270 -0.0131
H -4.360914 1.950802 -1.331099 0.0030 -0.0010 -0.0001
H 3.946512 0.018666 -7.865910 0.0012 -0.0005 -0.0011
C -1.556581 1.861757 2.009820 0.0153 -0.0129 -0.0400
C -0.313671 -0.823023 -3.890519 0.0750 0.0171 0.0501
I 0.748761 6.554182 -1.155281 0.0039 -0.0276 0.0041
C -2.531893 -0.035987 -0.886468 -0.0305 -0.0552 -0.0194
C 0.885468 1.134286 -5.799472 -0.0290 0.0098 0.0169
Te -1.768501 3.832830 1.178878 -0.0182 0.0062 0.0022
H -2.772899 5.001796 -3.501415 0.0003 0.0020 -0.0022
C -2.398920 0.780838 1.345619 0.0108 0.0424 -0.0276
C -0.633911 -0.640285 -2.504681 -0.1198 0.0103 -0.0390
C -2.651307 -0.841903 -4.549503 0.0711 0.0025 0.0237
H 0.847717 2.863651 -7.067079 -0.0026 0.0011 -0.0001
O -1.973438 -4.503721 0.238893 -0.0410 -0.0313 0.0065
O 1.923697 -1.643559 -3.794815 0.0603 -0.0210 -0.0189
C 0.432341 3.881450 -3.525595 0.0021 0.0131 0.0219
C -6.763525 -0.205645 -0.291925 0.0059 0.0072 -0.0037
H 2.799020 2.143020 -8.404777 0.0015 0.0009 -0.0001
C 1.414637 3.926538 0.154780 -0.0155 -0.0160 0.0047
C -2.976660 -0.599401 -3.231108 0.0105 0.0143 0.0033
C 1.111906 -0.917791 -4.317541 -0.1046 -0.0467 -0.0024
H -3.266453 -1.047979 -6.599164 -0.0030 0.0054 -0.0029
C -0.888490 3.829845 -0.797513 0.0326 -0.0151 0.0557
C -2.030267 -0.446402 -2.203646 0.0125 0.0165 0.0248
C -1.936650 4.400550 -1.716446 -0.0017 -0.0007 -0.0110
H -0.892456 4.573490 -4.970472 0.0023 0.0016 -0.0053
N -1.790504 0.324437 0.102331 -0.0062 0.0151 0.0266
C -0.173488 2.553665 -1.372228 -0.0329 -0.0556 0.0298
C -1.884858 4.588350 -3.036442 -0.0189 0.0047 -0.0033
```
Forces are in eV/Å.

Spin multiplicity   4
Relative energy (zero: lowest compared OMol25 entry of this formula, charge and spin)   7.7 kcal/mol
Net charge   -1
E   -124075.436 eV
Kohn-Sham gap (spin up / spin down)   6.97 / 6.95 eV